# C29H84ClFN27O14

A 14-piece molecular cluster, C29H84ClFN27O14 overall (ωB97M-V/def2-TZVPD, the Open Molecules 2025 dataset).

As for the HOMO energy: -10.6 eV. The value obtained for the HOMO-LUMO gap is 0.305 Eh. As for the molar mass: 1089.62 g mol⁻¹. Its charge is +1. The LUMO energy is -2.34 eV.

CARTESIAN COORDINATES (ANGSTROEM)
C -4.2249 -1.7688 4.4055
C -2.9925 -1.6687 5.3183
C -1.7054 -1.0938 4.6992
Cl -1.2723 -2.1068 3.2709
C -1.6628 0.4255 4.3743
C -1.1417 0.8786 3.0140
N -2.2914 0.6623 2.1185
C -2.2743 1.2541 0.7245
C -0.8911 1.4276 0.1240
C -0.2866 0.1923 -0.5578
C -0.4707 -1.1284 0.2211
C 0.7603 -2.0510 0.1672
C 0.7165 -3.0800 -0.9657
C -0.4161 -4.1127 -0.8359
C -0.7506 -4.7381 -2.2151
O -2.1323 -4.5903 -2.5388
C -2.3965 -3.3154 -3.1044
C -3.4244 1.2503 2.9217
C -2.9633 1.2501 4.4109
F -2.6153 2.5235 4.8524
H -4.8402 -2.6325 4.6376
H -3.9730 -1.7503 3.3465
H -4.8678 -0.9022 4.5796
H -3.2000 -1.1372 6.2481
H -2.7406 -2.6883 5.6141
H -0.9255 -1.2630 5.4354
H -0.9593 0.8456 5.0940
H -0.1817 0.5129 2.6672
H -1.0605 1.9669 3.0744
H -2.5846 -0.3126 2.0237
H -2.8013 2.2028 0.6589
H -2.8267 0.5545 0.0931
H -0.1433 1.8083 0.8235
H -1.0153 2.2037 -0.6271
H 0.7853 0.3899 -0.6219
H -0.6328 0.0771 -1.5874
H -0.6242 -0.8954 1.2785
H -1.3582 -1.6488 -0.1477
H 1.6835 -1.4718 0.1546
H 0.7628 -2.6200 1.1091
H 1.6491 -3.6457 -0.9707
H 0.6836 -2.5498 -1.9203
H -1.3291 -3.6683 -0.4330
H -0.1118 -4.8815 -0.1244
H -0.5105 -5.7995 -2.2112
H -0.1218 -4.2489 -2.9621
H -3.4492 -3.0895 -2.9246
H -2.2106 -3.3383 -4.1830
H -1.7876 -2.5254 -2.6546
H -3.6279 2.3005 2.7151
H -4.3582 0.7030 2.8612
H -3.7328 0.9263 5.1032
C 4.1861 0.6059 0.4796
O 3.0481 0.6637 0.0121
N 4.9369 1.7162 0.6882
N 4.7947 -0.5547 0.8323
H 5.8666 1.7057 1.0691
H 4.5360 2.6026 0.4446
H 4.2869 -1.4112 0.7106
H 5.7168 -0.5904 1.2302
C 7.3476 -0.7223 4.1150
O 6.4699 -1.0251 3.3162
N 7.0686 -0.0717 5.2825
N 8.6597 -1.0019 3.9031
H 7.7680 0.1847 5.9533
H 6.1088 0.1517 5.4672
H 8.8937 -1.4784 3.0530
H 9.4015 -0.7568 4.5363
C -2.3238 5.1777 -0.9969
O -1.7343 4.1299 -0.7458
N -2.8483 5.9652 -0.0132
N -2.5071 5.6253 -2.2628
H -3.3412 6.8233 -0.1901
H -2.7211 5.6654 0.9360
H -2.1373 5.0649 -3.0085
H -2.9949 6.4735 -2.4848
C -6.4799 5.2095 -0.0356
O -6.2180 6.3033 -0.5106
N -5.4826 4.3527 0.3637
N -7.7506 4.7618 0.1319
H -5.6488 3.4464 0.7558
H -4.5429 4.6903 0.2327
H -8.5032 5.3656 -0.1586
H -7.9777 3.8670 0.5198
C 2.7157 -4.7076 -4.5862
O 2.5615 -4.1663 -3.4990
N 3.9086 -5.2621 -4.9550
N 1.7256 -4.8030 -5.5132
H 4.0608 -5.7081 -5.8395
H 4.6621 -5.2111 -4.2956
H 0.8371 -4.4090 -5.2716
H 1.8309 -5.2297 -6.4144
C 12.1248 0.2081 2.9030
O 11.6377 -0.1292 3.9702
N 12.7687 1.4013 2.7427
N 12.0685 -0.5804 1.7904
H 13.1804 1.6986 1.8787
H 12.8346 1.9981 3.5459
H 11.6115 -1.4686 1.8779
H 12.4642 -0.3227 0.9063
C -11.3743 6.4582 -1.3717
O -10.6866 5.5185 -1.0004
N -12.7059 6.3241 -1.6311
N -10.8624 7.7092 -1.5557
H -13.2905 7.0782 -1.9373
H -13.1092 5.4145 -1.5051
H -9.8836 7.8383 -1.3756
H -11.4082 8.4926 -1.8600
C -5.0852 -7.0680 -1.8688
O -4.2937 -7.8699 -1.4104
N -6.3864 -7.4002 -2.1458
N -4.7463 -5.7710 -2.1436
H -7.0533 -6.7572 -2.5284
H -6.6682 -8.3442 -1.9583
H -3.7914 -5.4872 -1.9649
H -5.3894 -5.0991 -2.5297
C 3.2351 -3.7363 2.9990
O 4.1046 -4.5672 3.1696
N 1.8997 -4.0501 3.0364
N 3.5094 -2.4185 2.7479
H 1.1765 -3.3693 2.9033
H 1.6535 -5.0083 3.2010
H 4.4744 -2.1474 2.7015
H 2.8032 -1.7250 2.5934
C 0.8344 -3.0682 -8.5926
O 1.3995 -4.0947 -8.2567
N 0.2915 -2.1998 -7.6870
N 0.7050 -2.7033 -9.9011
H -0.1748 -1.3511 -7.9434
H 0.3839 -2.4308 -6.7158
H 1.0948 -3.3202 -10.5894
H 0.2472 -1.8643 -10.2018
C 8.0174 3.9808 1.8371
O 7.0662 3.3624 1.3841
N 8.2376 5.2787 1.4944
N 8.9123 3.4241 2.7071
H 8.9986 5.8325 1.8376
H 7.5778 5.6884 0.8541
H 8.7656 2.4666 2.9713
H 9.6959 3.9191 3.0873
C 4.2762 5.6840 -1.0447
O 4.9017 6.4484 -0.3318
N 3.0413 5.2069 -0.6976
N 4.7585 5.2345 -2.2414
H 2.5103 4.5716 -1.2628
H 2.6623 5.5155 0.1778
H 5.6636 5.5615 -2.5228
H 4.2624 4.6002 -2.8377
C -6.6131 -2.5536 -1.6596
O -6.2080 -2.8006 -2.7836
N -6.3246 -3.3622 -0.6013
N -7.3830 -1.4560 -1.3837
H -6.6357 -3.1968 0.3367
H -5.7626 -4.1753 -0.7969
H -7.6130 -0.8519 -2.1515
H -7.7360 -1.2417 -0.4711

Mulliken atomic charge list, values in e, 5 entries: -0.926, -1.065, -0.054, -0.194, -0.489

=====

# C29H87BN28O15

A 15-piece molecular cluster, C29H87BN28O15 overall (ωB97M-V/def2-TZVPD, the Open Molecules 2025 dataset).

As for the HOMO energy: -7.6 eV. The value obtained for the HOMO-LUMO gap is 0.286 Eh. The relative energy (zero: lowest compared OMol25 entry of this formula, charge and spin) is 0.000 eV. As for the molar mass: 1079.01 g mol⁻¹. The LUMO energy is 0.15 eV.

CARTESIAN COORDINATES (ANGSTROEM)
C -6.7342 4.3442 4.9990
C -6.2519 3.5042 4.0221
C -5.9860 2.0398 4.2002
B -4.5665 1.5503 3.6841
C -4.2034 0.0552 3.4187
C -3.2198 -0.5283 4.4509
C -1.8241 0.0924 4.3948
C -0.9680 -0.5597 3.3028
C 0.0052 0.3909 2.6126
C 0.6814 -0.2731 1.3997
C 1.3601 0.7667 0.5105
C 1.7418 0.3095 -0.9081
C 0.8301 -0.7456 -1.5154
C -0.6412 -0.3227 -1.6787
C -1.1246 -0.4024 -3.1195
O -0.7657 0.7125 -3.9203
C -1.4982 1.8791 -3.6323
H -7.6803 4.8648 4.8943
H -6.1658 4.5312 5.9055
H -6.0264 3.9654 3.0570
H -6.7592 1.5229 3.6278
H -6.0806 1.7845 5.2586
H -3.7290 2.3912 3.5071
H -3.7637 -0.0246 2.4183
H -5.1196 -0.5403 3.4100
H -3.6353 -0.4010 5.4536
H -3.1637 -1.6005 4.2830
H -1.8589 1.1693 4.2501
H -1.3510 -0.1072 5.3578
H -1.6201 -0.9685 2.5264
H -0.4221 -1.4171 3.7053
H 0.7435 0.7924 3.3044
H -0.5848 1.2195 2.2145
H 1.4153 -0.9754 1.8000
H -0.1134 -0.8181 0.8943
H 2.2868 1.0388 1.0170
H 0.7680 1.6799 0.5079
H 1.6937 1.1817 -1.5676
H 2.7598 -0.0580 -0.9789
H 1.1990 -1.0358 -2.5010
H 0.8679 -1.6565 -0.9160
H -0.8398 0.6445 -1.2162
H -1.2605 -1.0337 -1.1240
H -2.2131 -0.5085 -3.0967
H -0.6442 -1.2712 -3.5585
H -1.6121 2.4454 -4.5539
H -2.4933 1.6492 -3.2466
H -0.9677 2.5021 -2.9098
C 0.9887 4.9573 0.8347
O 0.9458 4.0270 1.6274
N 1.4047 6.2053 1.1661
N 0.6188 4.7971 -0.4793
H 1.4621 6.9562 0.5037
H 1.7064 6.3690 2.1067
H 0.3209 3.8843 -0.7638
H 0.6517 5.5448 -1.1500
C 4.9260 -2.1756 -1.3971
O 4.6108 -1.0272 -1.6797
N 3.9752 -3.1539 -1.2779
N 6.1939 -2.6200 -1.1888
H 4.2121 -4.1074 -1.0680
H 3.0192 -2.8900 -1.4226
H 6.9481 -1.9662 -1.2645
H 6.3431 -3.5968 -0.9710
C -1.2266 -4.3486 -5.5757
O -1.1216 -5.5175 -5.2637
N -2.3352 -3.8601 -6.2309
N -0.2642 -3.4168 -5.2985
H -2.4427 -2.9002 -6.4984
H -3.0610 -4.5156 -6.4508
H 0.5547 -3.7360 -4.8134
H -0.3358 -2.4493 -5.5514
C 4.8914 7.8066 2.1868
O 3.7466 7.3872 2.1499
N 5.9786 6.9862 2.0997
N 5.1798 9.1408 2.3127
H 6.9345 7.3095 2.1188
H 5.8021 6.0016 2.0174
H 4.4060 9.7735 2.3789
H 6.1144 9.5011 2.3472
C -2.2329 -4.7618 3.7046
O -3.0846 -3.9369 3.4166
N -2.2437 -6.0308 3.1954
N -1.2014 -4.4730 4.5524
H -1.5500 -6.7198 3.4116
H -2.9884 -6.2698 2.5682
H -1.1666 -3.5447 4.9309
H -0.4868 -5.1291 4.8000
C 5.7637 -6.1372 -2.5949
O 5.8209 -5.3210 -1.6769
N 4.7827 -6.0825 -3.5244
N 6.6875 -7.1348 -2.7274
H 4.7018 -6.7373 -4.2781
H 4.0885 -5.3581 -3.4595
H 7.4130 -7.1870 -2.0390
H 6.6625 -7.8118 -3.4647
C -2.7044 -3.8153 -1.5960
O -1.8349 -4.6685 -1.5784
N -3.3088 -3.3523 -0.4596
N -3.1489 -3.2278 -2.7519
H -4.0196 -2.6466 -0.4586
H -3.0124 -3.7305 0.4212
H -2.7327 -3.5214 -3.6172
H -3.8557 -2.5188 -2.7660
C 1.2211 -6.2722 -3.0801
O 2.0220 -5.8254 -3.8951
N -0.0541 -5.8009 -2.9849
N 1.5579 -7.2676 -2.2115
H -0.7211 -6.1516 -2.3252
H -0.3286 -5.0641 -3.6110
H 2.4933 -7.6271 -2.2647
H 0.9292 -7.6520 -1.5290
C 0.5603 -8.9111 1.4186
O 0.1934 -9.3053 0.3185
N -0.3221 -8.6658 2.4351
N 1.8733 -8.6999 1.6966
H -0.0436 -8.3469 3.3428
H -1.2936 -8.8243 2.2477
H 2.5399 -8.8738 0.9584
H 2.2195 -8.3971 2.5868
C 4.0275 -11.1483 -0.1769
O 4.1819 -9.9732 -0.4736
N 2.7910 -11.7262 -0.1413
N 5.0777 -11.9637 0.1422
H 2.6358 -12.6860 0.1000
H 2.0006 -11.1448 -0.3657
H 5.9942 -11.5590 0.1240
H 4.9741 -12.9290 0.3878
C 8.8496 6.9896 0.0698
O 8.8567 6.9813 1.2938
N 7.6997 7.1056 -0.6553
N 10.0011 6.8761 -0.6554
H 7.6788 7.1066 -1.6566
H 6.8342 7.1731 -0.1463
H 10.8581 6.7853 -0.1439
H 10.0261 6.8741 -1.6565
C 1.7727 7.5046 -3.6318
O 1.6190 7.6287 -2.4292
N 2.8494 8.0382 -4.2858
N 0.8846 6.8267 -4.4202
H 2.9978 7.9512 -5.2724
H 3.5148 8.5429 -3.7326
H 0.0823 6.4277 -3.9715
H 0.9953 6.7133 -5.4091
C -7.2240 6.5106 0.1514
O -7.7265 7.1140 -0.7852
N -6.5085 7.1426 1.1264
N -7.3487 5.1571 0.3034
H -6.0988 6.6694 1.9098
H -6.3992 8.1371 1.0521
H -7.8743 4.6643 -0.3927
H -6.9490 4.6462 1.0680
C -9.1391 9.9834 2.2113
O -8.5297 9.5510 3.1750
N -9.7307 11.2217 2.2217
N -9.2764 9.2780 1.0518
H -10.2352 11.6005 1.4441
H -9.6440 11.7628 3.0602
H -8.8527 8.3694 1.0113
H -9.7662 9.6173 0.2471

Mulliken atomic charge list, values in e, 5 entries: -0.748, -0.133, -0.609, 0.379, -0.705